The following is a quantum chemistry calculation of C13H24INO6V as an isolated structure at a distorted geometry, from the Open Molecules 2025 dataset.

Geometry as XYZ:
```
46
Properties=species:S:1:pos:R:3:forces:R:3
O -2.1094 -1.2331 -2.6870 0.834 -0.310 0.269
V -1.3670 -1.9414 -1.4463 -1.675 1.868 4.348
O -0.1485 -2.8222 -1.7956 1.256 -1.066 -1.268
I -3.3494 -3.3271 0.2262 0.809 0.577 -0.830
C 1.9574 1.8603 0.1612 0.115 0.988 -0.862
C 1.1929 0.7727 -0.6547 0.812 -1.904 0.821
C 2.0812 0.1461 -1.7446 2.745 0.329 -0.435
C 3.3270 -0.6632 -1.2116 -1.615 -0.513 1.120
C 2.9836 -1.7791 -0.2378 -0.612 -1.167 -0.262
C 1.9201 -1.3920 0.8422 0.772 1.419 -1.429
N 0.8632 -0.4505 0.1900 -1.413 -0.238 0.798
O -0.5560 -0.7424 0.2855 0.881 -1.165 -2.291
C 2.8293 -0.6649 1.8595 -0.686 0.063 1.284
C 1.3579 -2.6660 1.5024 -1.115 0.076 -0.556
C 0.0043 1.4343 -1.3964 0.042 -0.239 0.530
H 1.8938 2.7792 -0.4216 -0.535 0.361 -0.125
H 3.0463 1.8388 0.2069 0.096 -1.016 0.206
H 1.5774 2.1111 1.1515 -0.307 -0.480 -0.099
H 2.6084 0.9318 -2.2858 -0.295 0.591 -0.399
H 1.5704 -0.4269 -2.5185 -0.507 -0.135 0.409
H 3.9338 -0.0554 -0.5405 0.264 0.720 -0.724
H 3.9590 -1.1914 -1.9256 -0.059 0.800 -0.656
H 3.9748 -2.0280 0.1414 -0.028 -0.022 1.020
H 2.7393 -2.7481 -0.6729 -0.714 0.191 -0.706
H 3.4638 -1.4863 2.1926 0.243 0.315 0.499
H 2.2815 -0.2358 2.6985 -0.350 -0.394 0.272
H 3.4605 0.1844 1.5983 -0.038 -0.319 -0.934
H 0.9092 -3.3532 0.7851 -0.151 0.351 -0.481
H 0.5481 -2.4633 2.2033 0.140 0.276 0.140
H 2.0852 -3.3201 1.9834 0.545 0.619 0.169
H -0.6560 2.0951 -0.8347 0.056 -0.400 0.723
H -0.6119 0.6770 -1.8812 0.112 0.229 -0.212
H 0.4263 2.1369 -2.1150 0.244 -0.349 -0.408
C -3.8851 1.1939 -1.0342 -0.060 -0.611 -0.170
C -4.1899 1.8719 0.2609 -0.171 -1.692 -0.505
C -4.2416 0.8353 1.3900 -2.779 1.088 0.200
O -2.9146 0.7008 1.7699 0.400 -0.748 1.243
C -2.3538 1.9088 1.6280 2.680 -0.468 -1.234
O -1.2543 2.2368 2.0296 -2.430 -0.190 -0.221
O -3.0762 2.5770 0.7019 0.958 2.853 0.641
H -4.7742 0.5759 -1.1596 0.281 -0.502 -0.575
H -2.9848 0.6027 -0.8667 -0.146 -0.350 -0.349
H -3.7385 1.7901 -1.9349 -0.060 0.355 0.294
H -5.1075 2.4430 0.1192 0.212 0.540 0.733
H -4.8725 -0.0432 1.2552 1.135 -0.589 -0.604
H -4.8031 1.3296 2.1828 0.115 0.259 0.616
```
Positions in Å, forces in eV/Å.

Calculated values
* F_max: 5.02 eV/Å
* net charge: -1
* E_HOMO: -0.132 hartree
* Kohn-Sham gap: 6.31 eV